Entry 1:
ORCA calculation (the ωB97M-V functional and the def2-TZVPD basis) on a 14-piece molecular cluster, C80H69Br2N13O26 overall in a non-equilibrium geometry.

Structure (XYZ):
```
190
Properties=species:S:1:pos:R:3:forces:R:3
H -1.1077 6.3467 -0.4856 -0.08 0.10 0.12
H -1.2988 7.3023 -2.9567 0.11 0.07 0.18
N 0.8413 -1.8532 4.3110 0.07 -1.99 1.99
C -6.5875 2.9735 5.0725 0.50 -2.52 0.72
Br 4.5495 5.6208 -7.7443 -0.07 -1.16 0.48
C -4.5200 2.6414 -1.8871 -1.50 -1.83 2.08
C 5.3385 4.7098 -3.0939 1.08 -2.73 -3.74
C -1.0414 6.4975 -4.9048 0.33 -0.06 0.48
H 1.3806 5.9358 -0.4902 -0.19 0.05 -0.21
H -0.5001 5.6339 -6.7959 -0.01 0.02 -0.07
H 1.3482 1.5495 -5.2699 -0.22 0.26 -0.02
N -0.3208 -9.5007 2.7295 0.22 0.92 0.74
C -2.9591 -2.6970 -0.5342 1.45 -0.97 -0.39
O -0.8192 -9.9004 3.7686 -0.45 1.18 -0.37
O -4.2882 -3.6549 3.7305 1.49 1.28 0.49
H 5.5345 2.5187 -7.6363 -0.54 -0.16 -0.12
H -0.9981 2.5525 -1.2719 0.31 0.22 -0.23
C 0.0240 -0.0374 -4.6792 -0.27 0.20 -1.55
C 1.2632 4.4066 0.9799 -0.88 -0.06 1.11
C 2.7097 -2.8821 -1.9070 -0.31 -0.62 1.78
H -1.2329 -1.6926 -4.3369 -0.65 -0.05 -0.08
H 4.5580 -0.0388 -3.7339 -0.06 0.26 0.22
C -3.9182 3.8457 -2.0044 1.03 1.30 -1.21
C -4.3927 -1.0828 7.0269 0.85 -0.44 -0.33
C -1.2695 1.0931 0.2320 -0.40 2.96 -1.93
N 5.6634 2.5554 0.5633 -1.06 -0.22 -0.07
O -0.5336 -2.4227 -1.8212 -0.48 -1.31 0.93
H -7.5204 2.0431 6.8375 -0.11 0.27 0.03
C -0.3181 -8.0254 2.3456 -1.76 0.47 1.23
C -6.9213 0.5809 5.4481 1.52 0.11 -1.11
H 3.3175 3.4969 -8.1381 -0.49 0.22 0.30
H 3.0102 -1.4697 -5.0042 -0.26 -0.19 -0.03
O 0.2925 -10.2198 2.0013 0.88 -0.79 -1.55
C -1.0267 -0.9188 -5.0615 1.84 0.79 1.17
C -1.0810 0.1454 -7.1679 -0.40 2.23 -1.25
H -6.7554 3.9765 5.4363 0.27 0.11 -0.28
C 2.6432 -5.7864 4.0610 1.82 -0.26 -0.90
C -0.3564 -5.2442 1.9426 0.66 -0.72 -1.18
C -2.6611 2.9709 -3.8057 1.96 0.93 -0.96
H -2.1084 6.3325 -4.8800 -0.04 -0.28 -0.77
C 2.1633 0.0925 3.5083 0.31 -0.80 0.27
C -3.0889 0.4352 5.6718 -0.55 -0.08 1.78
H -2.5320 5.1585 1.2098 -0.15 -0.01 -0.32
C 3.9056 -7.7106 3.2544 -1.21 0.28 1.12
H 6.1170 2.9099 -4.0822 0.32 0.09 0.09
O -1.3958 2.3739 3.6168 -0.85 1.78 -0.99
O 0.2627 -8.4434 6.2487 0.05 1.43 -0.30
H 1.8868 6.3029 -6.5934 0.11 -0.31 0.06
H 3.2568 -9.5769 3.9760 -0.44 -0.20 0.38
O 0.3581 1.8818 -8.9844 -0.32 0.46 1.11
O -5.1910 2.0009 1.2404 -0.65 -1.62 1.36
C 3.1582 -1.6446 -3.9488 0.27 0.74 1.74
C 4.6189 -1.1779 4.1169 -2.43 0.89 0.28
H 4.6362 -8.0955 2.5584 0.08 -0.28 0.29
H 0.9230 3.0906 2.6493 -0.05 -0.15 0.01
N -1.8691 3.3373 2.9799 -0.03 -0.95 0.10
C -0.4995 1.7752 -0.7118 1.00 -0.16 -0.90
H 3.4318 -2.7488 4.9598 -0.33 -0.29 -0.26
C 5.8894 2.6530 -1.9406 0.78 0.79 -0.97
O -3.0424 3.7355 3.0742 2.16 -0.59 -0.14
C -0.6870 5.6162 0.1895 1.52 -0.41 -0.19
H -7.2248 -0.2470 6.0717 -0.05 -0.06 -0.13
O -2.5489 -2.6162 2.9225 -0.74 -0.12 1.27
C 3.0813 -8.5147 4.0625 0.42 -0.62 -0.96
H -4.6716 -1.9474 0.3145 -0.40 -0.20 0.48
C 1.2067 6.4366 -5.7652 -0.74 0.59 -0.48
H 1.8881 -3.2479 -3.8512 -0.47 -0.43 0.60
O -4.1395 -0.7904 -2.8877 -0.06 -0.23 -0.85
C -4.1342 1.5275 -2.5928 0.86 0.35 -2.84
C 2.0770 -7.9679 4.8515 1.24 -0.47 0.55
C -0.5777 7.0693 -3.7262 -0.98 0.13 0.43
C 0.5468 -7.4607 1.4313 -0.10 -0.30 0.08
C -0.0932 1.0628 -6.8367 0.00 -1.54 1.02
H 2.6734 7.2549 -4.4358 0.12 0.30 -0.28
O 0.3539 3.2431 -7.2468 0.01 -0.92 -1.25
C 5.4646 3.2636 -0.7504 0.82 -0.77 0.10
C 4.5771 0.1161 3.5473 0.33 -1.52 -0.24
C 0.5127 0.9373 -5.5755 -0.55 -0.05 0.20
O 4.9693 -1.9513 0.6559 -0.88 -0.65 -0.67
H 1.1445 -0.9821 1.3998 -0.51 -0.41 -0.05
H -1.9030 -5.1472 3.2737 -0.76 -0.51 0.07
H 1.2985 -5.9772 5.5112 -0.58 -0.94 0.61
H -1.3785 -0.2983 1.7169 0.26 -0.30 0.37
H -5.4576 -4.3923 1.0772 -0.21 0.68 0.05
C -2.1726 -3.8089 -0.9076 -1.14 -1.81 2.05
C -5.8831 2.6485 3.9022 -2.14 2.50 0.08
H 5.2293 5.2181 -4.0405 0.16 0.35 -0.07
H -2.5704 -1.7224 -0.7902 -0.22 0.11 -0.06
H -2.2787 1.4182 0.4373 -0.24 0.04 -0.27
H 4.3035 -5.7217 2.7103 -0.08 0.27 -0.20
O -0.2930 -4.5335 -2.0255 0.94 -1.80 0.04
H -0.4042 -4.1720 1.8219 0.31 0.07 -0.09
C -2.5928 -5.1385 -0.4719 0.50 2.42 -0.41
N -5.2599 1.0744 2.0707 1.58 1.75 0.51
O 6.0788 1.4014 0.5241 -0.21 1.25 0.28
C 3.6591 -2.1439 -1.2176 -0.25 -0.17 -1.26
C 3.7798 3.8041 -7.2001 -0.18 0.72 -1.75
C -4.5522 -4.1440 0.5434 -0.65 1.98 0.48
C 4.0008 -0.8043 -3.2143 0.67 -1.09 -1.40
C -3.7688 -5.1949 0.2752 1.02 -2.26 -1.29
H 4.3471 4.9497 0.0466 0.56 -0.20 0.49
C 2.5160 -2.6432 -3.2136 -0.20 0.35 -3.77
O -5.5783 0.0824 -1.5390 -0.13 -0.21 -0.76
O 0.7387 -3.0901 4.5011 0.90 1.90 -0.92
H 1.2066 -8.0744 0.8360 0.17 -0.06 0.17
N 3.8892 -2.3479 0.2125 0.43 1.02 1.85
C 5.8656 3.3897 -3.1479 -0.82 -0.06 2.15
C 3.3745 -1.8359 4.3855 0.76 0.68 0.07
H -6.0713 -0.6578 3.8712 -0.12 -0.16 0.01
N 1.2598 -8.8825 5.7117 -1.04 -0.35 0.77
C 1.9856 -6.5854 4.9415 -2.14 0.65 0.11
O 5.2977 3.1549 1.5826 0.68 -0.86 -1.15
C -0.1500 6.1420 -5.9096 -0.45 -0.02 0.09
H -4.8079 -2.9419 6.1612 0.17 -0.26 -0.46
N -0.8776 -3.6039 -1.5694 -1.23 2.99 -1.29
C -0.7229 0.1719 0.9989 1.85 -3.56 1.62
C -2.9468 -0.4842 4.6544 -0.08 -0.78 0.47
C -4.1252 -2.8693 0.1804 -0.35 0.47 -0.55
H -4.9882 -1.3319 7.8927 0.06 0.02 0.10
H -5.6632 3.4974 3.2719 0.56 -0.24 -0.24
C 1.4131 0.4082 -0.1597 -0.60 -0.75 -0.20
C -1.6025 -0.7774 -6.3019 -0.09 -0.56 0.19
C 4.8990 4.4952 -0.7628 -1.43 1.21 -1.04
H -5.2378 2.5239 -1.0888 -0.27 -0.15 -0.08
H 2.4104 -4.7438 3.9021 -0.01 0.08 0.52
C 3.6726 -6.3534 3.3180 0.42 0.47 -1.09
C -1.3048 -5.8594 2.7248 0.76 2.44 0.41
C 4.8148 2.7764 -6.8592 0.25 0.56 1.48
H -4.3025 4.6939 -1.4574 0.22 -0.03 0.31
H -2.4007 4.9592 -2.9969 0.21 -0.08 -0.27
H -1.5754 0.4309 -8.0847 -0.22 -0.71 -0.38
C 4.3672 -1.1767 -1.9466 -0.14 0.62 2.13
H 1.2855 -5.6969 0.5832 -0.06 0.36 -0.09
H 3.0546 4.0853 -6.4365 0.24 -0.46 -0.01
H 2.4172 0.0707 -0.3700 0.17 0.13 0.24
O 2.8844 2.0178 -1.9915 -1.23 -0.69 0.64
H 6.3502 1.6765 -1.9160 -0.19 -0.12 0.08
C -4.2702 -2.0187 6.0034 -0.11 -0.46 -0.50
N -4.7105 0.1489 -2.3986 0.57 1.61 2.25
C 0.4664 3.7566 1.9321 -1.94 -0.13 0.13
C 0.7126 5.3705 0.1427 -0.97 -0.30 0.28
H 3.4666 1.6883 2.7112 -0.47 0.15 0.04
C 0.8693 1.4226 -0.9482 -2.53 1.01 0.56
C 0.7441 7.3317 -3.5635 1.58 0.16 -0.92
C -3.6882 0.0931 6.9225 -0.49 0.79 -1.64
C 0.5295 -6.0726 1.2567 0.33 0.05 -0.05
C -7.0435 1.8768 5.8829 -0.05 1.15 -0.68
C 3.3774 0.7328 3.2066 -0.32 -1.09 0.63
H -2.9371 0.9967 -4.3592 -0.22 -0.30 0.12
C 2.1473 -1.2250 4.0749 1.65 1.46 -1.08
C -3.2438 1.7720 -3.6728 -1.35 -2.87 1.18
O 1.2216 3.1964 -2.5852 -0.98 -1.61 1.35
C -2.9005 4.0028 -2.9538 -1.21 1.17 1.29
C -0.9573 3.9841 1.9757 1.86 0.71 -0.53
H 5.3741 3.1786 -6.0144 0.11 -0.48 0.08
H 5.5344 -1.6190 4.4825 0.04 -0.07 -0.28
C -3.5152 -1.7725 4.8441 -0.12 1.55 1.11
H 2.0810 -3.6561 -1.4923 0.22 0.00 0.55
Br 3.8383 1.1630 -6.1784 0.81 0.84 -0.66
O 2.5032 8.0045 -2.1469 -1.22 -0.31 -0.48
H -4.2066 -6.1448 0.5440 0.53 -0.40 0.11
H 5.1078 -0.5983 -1.4143 0.13 0.05 0.07
H -2.0701 -7.4771 3.6231 0.39 -0.98 0.23
O 2.9816 -2.7524 0.9600 0.84 0.07 -1.64
C -1.4851 4.9256 1.0824 -0.40 -0.37 0.95
H 5.5028 0.5795 3.2395 0.10 0.20 0.21
C 1.6255 7.0894 -4.6384 0.60 -0.33 1.93
O 1.5467 -10.0500 5.8729 1.40 -0.03 -0.93
H 2.3197 4.1942 1.0514 0.15 0.13 -0.34
H -2.4624 -1.3582 -6.6011 0.06 -0.18 -0.02
C 4.7786 5.1768 -2.0057 -0.64 1.18 3.81
H 1.2208 0.5760 3.2976 -0.06 -0.02 -0.01
C 0.5975 -0.2862 0.7810 0.68 2.05 -0.79
H 4.3059 6.1479 -2.0040 -0.16 0.05 0.02
O 0.4696 8.2278 -1.4306 0.73 -0.45 -1.05
C -1.2634 -7.1789 2.9699 -0.50 -2.02 0.40
C -6.2344 0.3519 4.2181 -1.73 -2.56 1.66
N 1.2855 7.8964 -2.2966 -0.13 0.46 0.80
O -4.6501 0.0269 1.9823 -0.60 -0.04 -0.50
H -2.8019 1.4722 5.5785 0.51 -0.13 -0.35
H -3.7817 0.8503 7.6869 0.18 0.06 0.09
H -1.8890 3.0386 -4.5579 0.06 0.30 -0.21
O -0.0849 -1.1089 4.5120 -0.43 0.57 -0.58
N 0.2207 2.1372 -7.7981 0.67 0.38 1.07
C -5.8670 1.3581 3.4339 1.08 1.31 -1.45
N 1.6711 2.2535 -1.9152 1.84 0.99 -0.75
H -2.3483 -0.1987 3.8019 -0.32 -0.27 -0.23
N -3.4178 -2.7590 3.7892 -0.79 -1.07 -1.76
H 0.4947 -0.0874 -3.7084 -0.06 -0.31 0.10
H -2.0402 -6.0479 -0.6564 0.22 0.20 -0.22
```
Positions in Å, forces in eV/Å.

Results
Multiplicity: 1
LUMO energy: -1.232 eV
Frontier orbital gap: 8.06 eV
E_HOMO: -9.3 eV
Charge: 0

=====

Entry 2:
ORCA calculation (the ωB97M-V functional and the def2-TZVPD basis) on the molecule C2FN3O4 in a non-equilibrium geometry.

Structure (XYZ):
```
10
Properties=species:S:1:pos:R:3:forces:R:3
N -0.0502 -1.4281 0.2416 0.20 1.35 -0.42
O -1.1966 -1.7030 0.0009 -0.94 -0.11 -0.14
O 0.8550 -2.1813 0.4756 0.81 -0.58 0.27
C 1.6329 0.3778 0.3895 -2.35 -1.02 0.00
O -0.3990 2.1235 0.0891 1.71 2.73 -0.17
O -2.0796 0.9705 0.2137 -2.24 1.00 -0.84
F -3.1643 0.1012 0.6169 1.44 -0.70 0.49
N -0.6251 0.9508 0.1938 -4.13 0.02 0.05
N 2.7183 0.6749 0.5940 1.56 0.48 0.10
C 0.2838 -0.0112 0.2250 3.94 -3.17 0.66
```
Positions in Å, forces in eV/Å.

Results
Multiplicity: 3
LUMO energy (spin up / spin down): -1.631 / -4.720 eV
Frontier orbital gap (spin up / spin down): 7.36 / 7.74 eV
E_HOMO (spin up / spin down): -9.0 / -12.5 eV
Charge: 0
Expectation value of S²: 2.029

=====

Entry 3:
ORCA calculation (the ωB97M-V functional and the def2-TZVPD basis) on a 2-piece molecular cluster, CH4SSi overall in a non-equilibrium geometry.

Structure (XYZ):
```
7
Properties=species:S:1:pos:R:3:forces:R:3
C 0.5044 -0.8994 -2.2086 1.70 -2.72 4.75
H -0.8731 1.4361 0.0786 0.23 0.20 0.28
H -0.2190 -0.6695 1.3132 0.51 1.19 -0.75
Si 0.2296 0.5065 0.3854 -1.68 -2.96 -1.89
H 1.5458 0.9848 0.5832 0.97 0.58 0.32
H 0.3884 -0.2327 -2.9768 -0.42 1.30 -2.17
S 1.1955 -2.3837 -2.1256 -1.32 2.42 -0.54
```
Positions in Å, forces in eV/Å.

Results
Multiplicity: 1
LUMO energy (spin up / spin down): -0.635 / -0.565 eV
Frontier orbital gap (spin up / spin down): 6.86 / 6.73 eV
E_HOMO (spin up / spin down): -7.5 / -7.3 eV
Charge: 0